An isolated ion of composition C5H15N2 and charge +1 in a non-equilibrium geometry. Source: the OMol25 dataset; level of theory: ωB97M-V/def2-TZVPD.

Geometry as XYZ:
```
22
C5H15N2 | the OMol25 dataset | ωB97M-V/def2-TZVPD
C 1.182 1.559 -1.292
C 0.633 0.144 -1.249
N -0.513 0.039 -0.266
C -1.784 0.359 -0.977
C -0.537 -1.311 0.444
C 0.510 -1.223 1.548
N 0.396 0.060 2.250
H 1.598 1.865 -0.335
H 0.395 2.249 -1.591
H 1.964 1.621 -2.045
H 1.345 -0.642 -1.007
H 0.256 -0.133 -2.233
H -0.280 0.640 0.556
H -1.682 1.306 -1.488
H -1.984 -0.481 -1.622
H -2.589 0.463 -0.260
H -0.358 -2.092 -0.287
H -1.541 -1.404 0.858
H 0.437 -2.060 2.244
H 1.488 -1.271 1.068
H 1.297 0.281 2.645
H -0.234 0.031 3.040
```

The HOMO energy is -0.530 Eh. The SMILES is CC[N@@H+](C)CCN. The calculation puts the energy at -308.781594 a.u. The total charge is +1. As for the LUMO energy: -2.5 eV. The calculation puts the energy relative to the best compared isomer or geometry (same formula, charge and spin) at 6.95 kcal/mol.